# 1
17
Properties=species:S:1:pos:R:3:mulliken_charge:R:1 method="wB97M-V/def2-TZVPD" smiles="C=NCCCC[O-]" homo_lumo_gap_ev=5.70 total_charge=-1 de_lowest_kj_mol=115.8 e_lumo_ev=3.5 spin_multiplicity=1
C -0.570 -1.993 1.543 -0.45
O -1.265 -2.323 2.631 -0.88
C -0.683 -0.486 1.169 -0.59
C -0.089 0.023 -0.132 -0.45
C -0.219 1.514 -0.453 -0.33
C 1.400 1.266 -2.233 -0.28
N 0.606 1.967 -1.561 -0.50
H -0.853 -2.554 0.606 0.14
H 0.532 -2.178 1.700 0.14
H -1.754 -0.240 1.240 0.29
H -0.203 0.059 1.993 0.22
H 0.986 -0.145 -0.015 0.31
H -0.352 -0.614 -0.987 0.31
H -1.263 1.693 -0.710 0.30
H 0.150 2.047 0.418 0.27
H 2.228 1.766 -2.734 0.25
H 1.348 0.198 -2.474 0.26

---

# 2
12
Properties=species:S:1:pos:R:3:mulliken_charge:R:1 method="wB97M-V/def2-TZVPD" smiles="CC#C[NH+]1C=C1" homo_lumo_gap_ev=10.32 total_charge=+1 de_lowest_kj_mol=577.0 e_lumo_ev=-4.2 spin_multiplicity=1
C -1.122 -0.130 -0.210 0.13
C -0.014 -0.134 0.284 0.07
C 2.168 0.651 -0.324 -0.16
C 2.406 -0.605 -0.323 0.00
C -2.551 0.084 -0.105 -0.91
N 1.356 -0.154 0.568 -0.15
H 2.240 1.691 -0.662 0.36
H 2.922 -1.544 -0.495 0.38
H -3.034 -0.651 -0.850 0.29
H -2.921 -0.294 0.846 0.31
H -2.850 1.179 -0.385 0.26
H 1.401 -0.093 1.655 0.40

---

# 3
49
Properties=species:S:1:pos:R:3:mulliken_charge:R:1 method="wB97M-V/def2-TZVPD" smiles="NC(N)=O.OCCO.OCCO.O.O.O.O.O.O.O" homo_lumo_gap_ev=9.83 de_lowest_kj_mol=0.0 e_lumo_ev=-0.2 spin_multiplicity=1
C -0.034 0.174 0.976 0.47
O 0.229 0.849 1.968 -0.91
N -0.043 -1.177 0.970 0.17
N -0.102 0.728 -0.218 -0.02
H 0.068 -1.745 1.792 0.07
H -0.293 -1.625 0.102 -0.13
H 0.040 0.218 -1.079 0.03
H -0.017 1.725 -0.351 0.32
C 2.479 -2.633 -1.565 -0.35
C 1.131 -3.052 -2.157 -0.39
O 0.221 -1.941 -2.136 -0.53
O 3.186 -1.692 -2.352 -0.55
H 3.134 -3.503 -1.491 0.37
H 2.362 -2.253 -0.546 0.19
H 0.703 -3.791 -1.473 0.26
H 1.211 -3.541 -3.128 0.32
H -0.707 -2.173 -2.022 0.25
H 2.560 -1.025 -2.654 0.34
C -1.552 2.715 -2.194 0.19
C -1.276 3.803 -1.133 -0.57
O 0.105 3.708 -0.801 -0.63
O -0.701 2.944 -3.296 -0.54
H -2.611 2.806 -2.444 0.31
H -1.404 1.699 -1.816 -0.08
H -1.883 3.650 -0.238 0.31
H -1.475 4.802 -1.527 0.36
H 0.264 3.845 0.142 0.28
H 0.107 3.358 -2.973 0.35
O 0.473 4.266 1.992 -0.66
H -0.224 3.694 2.344 0.39
H 0.316 5.124 2.395 0.31
O 0.010 -3.282 3.253 -0.67
H -0.699 -3.573 3.835 0.28
H 0.661 -2.880 3.840 0.30
O 2.047 1.439 4.260 -0.64
H 2.555 2.142 3.845 0.30
H 1.483 1.102 3.553 0.37
O -0.721 -4.548 0.854 -0.64
H -0.218 -4.044 1.512 0.34
H -0.477 -5.464 1.009 0.30
O -1.282 2.552 3.413 -0.74
H -0.718 1.947 2.892 0.50
H -1.474 2.098 4.236 0.29
O -2.277 -2.511 -0.680 -0.66
H -2.666 -1.876 -0.071 0.29
H -1.986 -3.243 -0.118 0.34
O 0.164 0.074 -3.779 -0.61
H -0.111 -0.600 -3.149 0.42
H -0.556 0.714 -3.791 0.29

---

# 4
38
Properties=species:S:1:pos:R:3:mulliken_spin:R:1 method="wB97M-V/def2-TZVPD" homo_lumo_gap_ev="5.92 / 5.63" total_charge=+2 e_lumo_ev="-8.2 / -10.0" spin_multiplicity=6
O -3.762 5.121 0.826 0.01
C -2.828 4.447 0.717 0.09
Fe -1.292 3.250 -0.586 2.94
O -3.043 4.761 -2.314 0.03
C -2.305 4.355 -1.504 -0.05
C 0.186 2.938 -1.629 0.02
O 1.123 2.736 -2.296 0.06
C -0.051 3.357 1.244 0.13
O 1.066 2.741 1.313 0.36
C 0.052 4.402 0.033 0.15
O 0.842 5.259 -0.187 0.21
H -0.592 3.671 2.185 0.00
C 0.682 -3.459 0.868 0.00
N -0.346 -2.437 0.868 0.36
N -0.141 -1.263 0.245 0.11
C -1.312 -0.520 0.216 0.03
O -1.418 0.581 -0.357 0.36
C -2.248 -1.324 0.956 0.24
C -1.617 -2.495 1.315 -0.09
C -2.082 -3.694 2.034 0.01
C 1.026 -0.967 -0.501 -0.02
C 1.082 -1.335 -1.844 0.01
C 2.266 -1.133 -2.549 0.00
C 3.386 -0.593 -1.896 0.00
C 3.312 -0.230 -0.543 0.00
C 2.118 -0.398 0.152 0.01
H 0.940 -3.787 -0.152 0.02
H 0.297 -4.322 1.417 0.00
H 1.606 -3.118 1.360 0.01
H -3.263 -1.071 1.138 0.00
H -2.111 -4.588 1.393 -0.01
H -1.452 -3.946 2.899 -0.01
H -3.097 -3.516 2.398 0.00
H 0.184 -1.732 -2.318 0.00
H 2.326 -1.404 -3.605 0.00
H 4.309 -0.421 -2.454 0.00
H 4.160 0.240 -0.039 0.00
H 1.999 -0.107 1.199 0.00

---

# 5
11
Properties=species:S:1:pos:R:3:mulliken_charge:R:1 method="wB97M-V/def2-TZVPD" smiles="NC=O.O=CO" homo_lumo_gap_ev=11.24 de_lowest_kj_mol=120.5 e_lumo_ev=0.7 spin_multiplicity=1
C 1.068 0.996 -0.762 0.18
N 2.232 0.309 -0.427 -0.42
O 0.264 1.304 0.079 -0.50
H 1.029 1.206 -1.828 0.31
H 2.657 0.064 -1.308 0.24
H 2.793 0.632 0.332 0.23
O -3.404 -1.309 0.575 -0.42
C -2.323 -0.834 0.514 0.23
O -1.138 -1.419 0.971 -0.41
H -2.035 0.083 -0.026 0.25
H -1.143 -1.031 1.880 0.32

---

# 6
108
Properties=species:S:1:pos:R:3:mulliken_spin:R:1 method="wB97M-V/def2-TZVPD" homo_lumo_gap_ev="2.16 / 7.18" total_charge=-2 e_lumo_ev="1.7 / 1.7" spin_multiplicity=4
Ti -9.075 14.876 -16.547 2.40
C -7.651 17.824 -14.117 -0.02
F -8.067 19.065 -14.254 0.00
F -6.581 17.727 -13.347 0.00
F -8.644 17.125 -13.580 0.02
S -7.287 17.025 -15.824 0.12
O -8.503 17.203 -16.622 0.05
O -6.193 17.820 -16.350 0.03
N -7.027 15.406 -15.444 0.11
S -5.486 15.105 -15.706 0.03
O -4.484 16.081 -15.327 0.02
O -5.190 13.815 -15.137 -0.01
C -5.364 15.091 -17.659 0.09
F -4.623 16.078 -18.102 -0.01
F -4.799 13.945 -17.998 0.00
F -6.592 15.156 -18.147 -0.04
C -10.872 24.893 -19.696 0.00
F -11.948 24.413 -20.337 0.00
F -9.793 24.529 -20.382 0.00
F -10.959 26.212 -19.669 0.00
S -10.818 24.188 -17.938 0.00
O -10.016 25.123 -17.193 0.00
O -12.206 24.186 -17.560 0.00
N -10.335 22.632 -18.203 0.00
S -8.842 22.612 -17.731 0.00
O -7.953 23.405 -18.590 0.00
O -8.692 22.761 -16.279 0.00
C -8.360 20.848 -18.073 0.00
F -8.673 20.037 -17.085 0.00
F -8.894 20.469 -19.256 0.00
F -7.023 20.807 -18.218 0.00
C -3.522 20.037 -17.762 0.00
C -2.530 19.050 -17.165 0.00
C -1.041 19.401 -17.051 0.00
O -0.814 20.017 -15.784 0.00
C 0.563 20.136 -15.507 0.00
N -3.033 18.519 -15.865 0.00
H -4.039 18.304 -15.949 0.00
H -2.676 17.563 -15.683 0.00
H -2.885 19.056 -15.012 0.00
H -3.748 20.881 -17.104 0.00
H -4.507 19.579 -17.870 0.00
H -3.132 20.421 -18.702 0.00
H -2.609 18.147 -17.775 0.00
H -0.623 19.990 -17.870 0.00
H -0.444 18.482 -17.027 0.00
H 0.696 20.923 -14.765 0.00
H 1.181 20.415 -16.365 0.00
H 0.918 19.187 -15.093 0.00
C -7.872 16.944 -20.684 0.00
C -6.960 16.053 -21.568 0.01
C -7.338 14.597 -21.336 0.02
O -6.559 13.759 -22.157 0.00
C -6.892 12.407 -21.855 0.00
N -7.310 16.291 -23.044 0.00
H -7.055 15.407 -23.506 0.00
H -8.325 16.341 -23.118 0.00
H -6.738 17.017 -23.461 0.00
H -7.685 17.988 -20.931 0.00
H -7.537 16.715 -19.679 0.02
H -8.909 16.643 -20.821 0.00
H -5.883 16.194 -21.500 0.00
H -8.400 14.427 -21.571 0.00
H -7.320 14.375 -20.264 0.00
H -6.382 11.704 -22.512 0.00
H -7.964 12.244 -22.012 0.00
H -6.690 12.101 -20.826 0.00
C -5.310 15.071 -12.045 0.00
C -6.786 14.907 -11.931 0.00
O -7.491 15.360 -11.085 0.00
N -7.473 14.053 -12.935 0.00
H -8.495 14.146 -12.885 0.01
H -7.361 14.388 -13.918 -0.03
C -7.097 12.563 -12.965 0.00
H -4.806 14.106 -12.024 0.00
H -4.943 15.683 -11.227 0.00
H -5.185 15.536 -13.025 0.00
H -7.576 12.075 -13.812 0.01
H -7.355 12.133 -12.003 0.00
H -6.033 12.533 -13.186 0.00
P -11.184 14.203 -13.382 0.02
F -11.963 13.307 -14.499 0.00
F -9.802 14.139 -14.311 0.05
F -11.701 15.499 -14.172 0.01
F -10.368 15.132 -12.341 0.00
F -12.477 14.201 -12.414 0.00
F -10.723 12.823 -12.621 0.00
P -11.073 14.890 -18.673 0.02
F -11.088 15.720 -17.215 0.01
F -11.009 13.524 -17.775 0.01
F -12.699 14.828 -18.463 0.00
F -11.164 13.975 -19.983 0.00
F -11.294 16.300 -19.415 0.00
F -9.439 15.026 -18.914 0.04
P -7.944 11.381 -17.776 0.01
F -8.784 11.725 -19.126 0.00
F -6.523 11.582 -18.518 0.00
F -7.927 12.965 -17.314 0.03
F -7.117 10.989 -16.403 0.00
F -9.301 11.143 -16.945 0.00
F -8.003 9.828 -18.213 0.00
P -0.920 14.927 -15.502 0.00
F -1.840 15.246 -16.834 0.00
F 0.287 15.770 -16.171 0.00
F -1.550 16.242 -14.801 0.00
F -0.074 14.557 -14.181 0.00
F -2.176 14.038 -14.973 0.00
F -0.289 13.529 -16.141 0.00

---

# 7
6
Properties=species:S:1:pos:R:3:mulliken_charge:R:1 method="wB97M-V/def2-TZVPD" homo_lumo_gap_ev="5.54 / 5.55" de_lowest_kj_mol=325.0 e_lumo_ev="-1.6 / -1.6" spin_multiplicity=1
C -0.433 -0.318 1.017 -0.72
O -0.657 0.933 -2.014 -0.26
P 0.774 0.976 -2.140 0.43
I 1.474 -0.261 0.193 0.16
H -0.864 -1.468 0.942 0.18
H -0.294 0.137 2.002 0.22

---

# 8
17
Properties=species:S:1:pos:R:3:mulliken_charge:R:1 method="wB97M-V/def2-TZVPD" smiles="CN1C=NC[C@@H]1[NH3+]" homo_lumo_gap_ev=9.54 total_charge=+1 de_lowest_kj_mol=176.9 e_lumo_ev=-3.7 spin_multiplicity=1
C -1.169 1.121 0.375 0.01
C -1.678 -0.893 -0.378 -0.53
C 0.126 -0.570 -0.505 -0.46
C 1.199 1.675 -0.119 -0.99
N -2.102 0.288 0.223 -0.50
N 0.098 0.742 -0.044 0.01
N 0.821 -1.512 0.500 -0.33
H -1.303 2.099 0.801 0.47
H -2.083 -1.025 -1.378 0.32
H -1.832 -1.773 0.239 0.35
H 0.552 -0.749 -1.486 0.49
H 0.843 2.643 -0.469 0.40
H 1.666 1.818 0.858 0.33
H 1.942 1.313 -0.828 0.35
H 1.767 -1.177 0.723 0.34
H 0.883 -2.464 0.119 0.36
H 0.271 -1.537 1.370 0.37

---

# 9
15
Properties=species:S:1:pos:R:3:mulliken_charge:R:1 method="wB97M-V/def2-TZVPD" smiles=SCCN1CC1 homo_lumo_gap_ev=10.03 de_lowest_kj_mol=165.1 e_lumo_ev=1.0 spin_multiplicity=1
C -1.551 0.383 -0.490 -0.74
C -0.481 -0.613 -0.083 -0.34
C 1.617 0.780 0.184 -0.27
C 1.948 -0.657 0.032 -0.50
H -2.991 0.347 1.218 0.11
H -1.592 0.508 -1.595 0.35
H -1.306 1.403 -0.107 0.32
H -0.664 -1.580 -0.581 0.26
H -0.457 -0.729 0.987 0.37
H 2.169 1.546 -0.361 0.22
H 1.261 1.171 1.143 0.23
H 1.793 -1.272 0.903 0.23
H 2.698 -1.051 -0.646 0.24
N 0.759 -0.100 -0.601 -0.29
S -3.203 -0.138 -0.005 -0.20

---

# 10
17
Properties=species:S:1:pos:R:3:mulliken_spin:R:1 method="wB97M-V/def2-TZVPD" homo_lumo_gap_ev="5.52 / 4.23" de_lowest_kj_mol=0.0 e_lumo_ev="-1.1 / -2.4" spin_multiplicity=2
O -4.538 1.154 -0.193 0.00
C -3.404 0.857 -0.129 0.00
C -2.122 0.726 -0.039 0.00
C -1.071 -0.111 0.039 0.01
C 0.318 0.301 0.484 0.02
O 0.642 -0.383 1.597 0.15
Mg -1.661 3.733 -0.683 0.00
H -1.227 -1.199 0.006 0.00
H 0.378 1.409 0.561 0.01
C 0.471 1.671 -2.309 0.00
C 1.170 0.558 -2.060 0.01
C 1.183 -0.146 -0.766 0.00
O 2.000 -1.045 -0.572 0.05
Hg 2.319 -1.914 1.630 0.76
H -0.155 2.136 -1.547 0.00
H 0.538 2.159 -3.283 0.00
H 1.781 0.098 -2.841 0.00

---

# 11
42
Properties=species:S:1:pos:R:3:mulliken_spin:R:1 method="wB97M-V/def2-TZVPD" homo_lumo_gap_ev="5.90 / 7.16" de_lowest_kj_mol=63.0 e_lumo_ev="0.4 / -2.2" spin_multiplicity=5
O 3.399 -2.333 -0.928 0.01
C 3.154 -1.238 -1.232 -0.04
Fe 2.929 0.443 -1.673 2.52
C 4.088 1.026 -0.389 0.12
O 4.953 1.052 0.385 0.04
C 4.128 0.285 -2.925 -0.05
O 5.116 0.024 -3.487 0.06
C 0.205 0.321 -0.140 0.05
C 0.047 -0.531 -1.434 -0.08
C 1.159 -0.272 -2.434 0.34
C 1.346 1.090 -2.827 0.18
C 1.435 1.974 -1.700 0.04
C 1.116 1.492 -0.422 0.63
H 0.822 -0.328 0.520 0.06
H 0.076 -1.589 -1.119 -0.01
H -0.941 -0.373 -1.912 0.01
H 1.288 -1.095 -3.155 0.00
H 1.589 1.391 -3.854 0.00
H 1.779 3.007 -1.828 0.01
H 1.453 2.046 0.470 0.00
C -4.184 -2.489 -1.422 0.00
C -3.024 -2.449 -0.462 0.00
O -2.785 -1.045 -0.179 0.00
C -1.764 -0.884 0.685 0.01
C -1.080 0.505 0.687 0.06
C -0.807 0.954 2.136 0.01
C -0.280 0.064 3.082 0.01
C 0.201 0.570 4.306 0.00
N 0.048 1.841 4.669 0.00
C -0.563 2.671 3.825 0.00
C -1.054 2.267 2.567 0.00
O -1.389 -1.803 1.394 0.00
H -4.282 -3.492 -1.846 0.00
H -5.121 -2.253 -0.905 0.00
H -4.055 -1.784 -2.251 0.00
H -3.239 -3.002 0.461 0.00
H -2.111 -2.853 -0.923 0.00
H -1.773 1.216 0.210 0.00
H -0.285 -1.009 2.928 0.00
H 0.710 -0.099 5.002 0.00
H -0.672 3.708 4.145 0.00
H -1.631 2.975 1.974 0.00

---

# 12
10
Properties=species:S:1:pos:R:3:mulliken_charge:R:1 method="wB97M-V/def2-TZVPD" smiles="FC1(F)C(Cl)=C(Cl)[C@@H]1Cl" homo_lumo_gap_ev=10.73 de_lowest_kj_mol=0.0 e_lumo_ev=0.6 spin_multiplicity=1
C 0.516 1.042 -0.194 0.32
C 1.098 -0.122 -0.209 -0.39
C -0.967 0.365 0.148 -0.65
C -0.136 -0.914 0.054 1.40
F -0.592 -1.688 -0.996 -0.30
F -0.048 -1.770 1.025 -0.25
Cl 0.783 2.652 -0.387 -0.15
Cl 2.685 -0.463 -0.456 -0.20
Cl -1.703 0.783 1.654 -0.14
H -1.635 0.115 -0.640 0.36